The following is a DFT calculation (ωB97M-V/def2-TZVPD) of a molecular structure, C22H28Cl5MnO6PS.

Properties
* spin multiplicity: 2
* lowest unoccupied orbital energy (alpha / beta): 0.174 / 0.174 eV
* orbital gap (alpha / beta): 0.2975 / 0.2987 Eh

Each line ends with the Mulliken spin population.
Atoms and positions in Å:
Mn 0.63143 -0.29990 1.30531  0.97
Cl 7.09405 -0.36495 4.24261  0.00
C 5.41042 -0.44125 3.89090  0.00
C 4.97380 -0.60750 2.58314  0.00
Cl 6.10732 -0.74284 1.29381  0.00
C 3.61483 -0.66229 2.31384  0.01
Cl 3.03429 -0.88968 0.68595  0.00
C 2.62931 -0.55367 3.31460  0.00
O 1.36359 -0.60248 3.05680  0.01
C 3.10896 -0.38745 4.63706  0.00
Cl 1.93803 -0.24312 5.88766  0.00
C 4.46384 -0.33275 4.91340  0.00
Cl 4.99523 -0.11679 6.53658  0.00
C 1.75082 0.49447 -5.29645  0.00
C 1.85067 0.99898 -3.88689  0.00
C 0.74226 0.98616 -3.04646  0.00
C 0.83464 1.41275 -1.73238  0.01
C 2.05919 1.85680 -1.26015  0.00
C 3.18842 1.86037 -2.06799  0.00
C 3.07177 1.44688 -3.38404  0.00
S 2.23842 2.35258 0.43212  0.00
C 1.64566 4.04085 0.31863  0.00
O 1.10488 1.66906 1.17381  0.00
H 0.71471 0.44833 -5.62605  0.00
H 2.17029 -0.50934 -5.37389  0.00
H 2.30162 1.13437 -5.98492  0.00
H -0.20528 0.61991 -3.41760  0.00
H -0.02629 1.36160 -1.07502  -0.01
H 4.14697 2.16572 -1.66880  0.00
H 3.94400 1.44985 -4.02354  0.00
H 0.64231 4.03660 -0.10097  0.00
H 2.32763 4.60322 -0.31408  0.00
H 1.64422 4.44858 1.32689  0.00
C -3.36005 1.33813 1.14555  0.00
C -2.53449 0.36557 1.97160  0.00
C -3.36575 -0.80574 2.46377  0.00
C -1.81495 1.05894 3.11733  0.00
O -1.45020 -0.09864 1.09278  0.02
P -1.37744 -1.42225 0.09787  -0.02
O -1.61084 -2.67632 0.83435  0.00
O 0.04279 -1.12595 -0.40549  0.02
O -2.46484 -1.09650 -1.00480  0.00
C -2.97956 -2.09777 -1.95354  0.00
C -3.56486 -1.26394 -3.08007  0.00
C -1.84347 -2.97409 -2.45443  0.00
C -4.04930 -2.91128 -1.24241  0.00
H -4.17103 1.74186 1.75254  0.00
H -3.78956 0.83816 0.27929  0.00
H -2.74063 2.16607 0.80233  0.00
H -4.11851 -0.42525 3.15721  0.00
H -2.74594 -1.53875 2.97378  0.00
H -3.87762 -1.30669 1.64434  0.00
H -2.54058 1.52314 3.78601  0.00
H -1.15051 1.83481 2.73560  0.00
H -1.22165 0.34615 3.69024  0.00
H -2.79176 -0.65568 -3.54656  0.00
H -4.34479 -0.60548 -2.70028  0.00
H -4.00016 -1.91427 -3.83835  0.00
H -1.04309 -2.36687 -2.87451  0.00
H -2.22254 -3.64039 -3.23168  0.00
H -1.43424 -3.58634 -1.65332  0.00
H -4.86742 -2.26273 -0.92748  0.00
H -3.62746 -3.40306 -0.36926  0.00
H -4.45153 -3.66795 -1.91628  0.00

Force components x, y, z for each atom (eV/Å):
Mn 0.84 0.01 -0.57
Cl 0.03 0.00 0.00
C 0.03 0.00 -0.02
C -0.03 0.01 -0.01
Cl 0.01 0.00 -0.03
C -0.02 0.00 0.11
Cl -0.26 0.09 0.22
C 0.15 0.08 0.00
O -0.22 0.05 0.30
C -0.10 -0.02 -0.17
Cl -0.04 0.00 -0.01
C 0.04 0.00 0.05
Cl 0.00 -0.01 -0.01
C -0.02 0.01 -0.06
C 0.02 0.01 0.05
C 0.05 0.02 0.02
C -0.05 0.08 0.06
C 0.07 0.02 -0.10
C -0.08 -0.02 -0.08
C -0.02 0.00 0.07
S 0.00 -0.06 -0.09
C 0.00 -0.10 0.04
O -0.37 -0.03 0.22
H -0.03 0.00 -0.01
H 0.02 -0.03 0.00
H 0.02 0.01 -0.01
H -0.06 -0.02 -0.01
H 0.08 0.05 -0.07
H 0.05 0.02 0.01
H 0.05 -0.01 -0.04
H -0.03 -0.05 -0.01
H 0.06 0.01 -0.04
H 0.00 0.00 0.03
C -0.03 0.01 0.09
C 0.10 -0.03 0.00
C -0.05 0.09 0.06
C -0.11 0.02 -0.02
O 0.04 -0.13 0.07
P 0.11 -0.19 0.23
O -0.07 0.11 -0.18
O -0.33 -0.15 0.02
O 0.04 0.19 -0.12
C -0.02 0.10 0.14
C -0.02 -0.06 0.03
C -0.06 -0.06 -0.08
C 0.01 0.04 -0.05
H -0.02 0.01 0.01
H 0.00 -0.04 -0.04
H 0.04 0.03 -0.02
H 0.02 -0.02 0.00
H 0.03 -0.03 0.02
H -0.01 -0.02 -0.06
H -0.02 -0.01 0.01
H 0.01 0.01 -0.02
H 0.04 -0.03 0.00
H 0.06 0.03 -0.02
H -0.02 0.03 0.03
H -0.02 -0.03 -0.02
H 0.04 0.05 -0.03
H 0.01 0.02 0.01
H 0.02 -0.02 0.07
H -0.02 0.02 0.02
H 0.04 -0.03 0.04
H -0.01 -0.02 -0.04



The following is a DFT calculation (ωB97M-V/def2-TZVPD) of 2 unconnected molecules or ions with the total composition C4H10N2O.

Properties
* energy above the lowest of the compared OMol25 structures with the same formula, charge and spin: 181.7 kcal per mole
* spin multiplicity: 1
* lowest unoccupied orbital energy: -3.387 eV
* orbital gap: 0.1255 Eh

Each line ends with the Mulliken charge.
Atoms and positions in Å:
O 0.25418 -0.81198 -1.05599  -0.52
C 1.33286 -0.73257 -0.44936  -0.23
C 1.97913 0.48587 -0.14262  0.13
C 3.23014 0.56952 0.58733  -1.12
N -2.88220 0.91622 0.66839  -0.56
C -2.10688 0.10172 -0.16017  -0.16
N -2.79606 -1.25428 -0.24841  -0.56
H 1.78247 -1.70628 -0.18000  0.34
H 1.48556 1.34864 -0.56447  0.36
H 3.37190 1.48214 1.17077  0.31
H 3.53966 -0.24560 1.24558  0.34
H 4.11652 0.58575 -0.08581  0.28
H -3.53189 1.46799 0.08467  0.25
H -1.16566 -0.12362 0.34988  0.14
H -1.89098 0.43501 -1.17591  0.42
H -3.06659 -1.44000 0.71932  0.30
H -3.65217 -1.07854 -0.76318  0.27

Force components x, y, z for each atom (eV/Å):
O -0.62 0.39 -0.58
C 0.55 -0.18 0.29
C -0.92 -1.20 -0.32
C 2.08 0.39 0.29
N -0.49 -0.24 -0.55
C 0.42 -0.46 0.33
N 0.24 1.13 0.43
H 0.33 0.36 0.42
H 0.10 0.32 0.15
H -0.36 0.10 -0.06
H -0.80 -0.31 -0.01
H -0.41 0.20 -0.21
H 0.39 0.08 0.19
H 0.09 0.01 -0.22
H -0.17 0.03 0.01
H -0.12 -0.35 -0.19
H -0.29 -0.25 0.02



The following is a DFT calculation (ωB97M-V/def2-TZVPD) of 13 unconnected molecules or ions with the total composition H26O13.

Properties
* energy above the lowest of the compared OMol25 structures with the same formula, charge and spin: 125.8 kcal per mole
* spin multiplicity: 1
* lowest unoccupied orbital energy: -0.779 eV
* orbital gap: 0.3126 Eh

Each line ends with the Mulliken charge.
Atoms and positions in Å:
O -0.05365 -0.52851 -0.59789  -0.23
H 0.06369 -0.58417 0.35010  0.20
H 0.11227 0.49882 -0.77946  0.30
O 0.61557 -2.77626 2.02605  -0.63
H 1.37391 -2.27076 2.16145  0.28
H 0.70805 -2.99322 1.09960  0.30
O -3.01517 -2.22250 -1.55161  -0.54
H -2.70029 -1.71478 -0.99606  0.21
H -3.15515 -1.83606 -2.42927  0.31
O 0.15858 -2.68787 -1.46625  -0.67
H -0.39851 -3.14887 -1.97099  0.26
H -0.11524 -1.78141 -1.38088  0.40
O -1.43077 2.41625 1.49373  -0.63
H -1.53429 2.37880 0.58942  0.31
H -1.96963 2.89137 2.06486  0.24
O 2.15533 0.79755 2.58615  -0.54
H 1.24008 0.70429 2.25394  0.32
H 2.10609 1.79287 2.49090  0.31
O 2.67217 2.82955 0.27962  -0.69
H 2.17747 2.78785 1.19040  0.26
H 1.96776 2.58059 -0.38450  0.43
O 0.64463 2.15339 -1.43838  -0.63
H -0.16883 2.45879 -1.41473  0.21
H 0.89248 1.82856 -2.23521  0.27
O -2.20541 2.01883 -1.43394  -0.56
H -2.29622 1.41546 -2.10624  0.25
H -2.20257 2.79179 -1.88152  0.28
O 2.47020 -1.73606 -2.62058  -0.74
H 2.82487 -1.04357 -1.98738  0.37
H 1.56395 -1.98548 -2.03448  0.39
O -0.44432 -0.12385 2.07635  -0.62
H -1.26365 -0.75492 2.24969  0.29
H -0.85129 0.76346 2.01123  0.35
O 2.83080 0.16921 -0.32434  -0.64
H 2.25596 -0.12364 0.39364  0.20
H 2.89594 1.09390 -0.19010  0.41
O -2.38504 -1.86041 1.51128  -0.52
H -2.49013 -2.73670 1.30808  0.26
H -3.04964 -1.46229 1.08732  0.22

Force components x, y, z for each atom (eV/Å):
O 0.06 4.82 -0.96
H -0.40 -0.26 1.09
H -0.24 -3.25 0.38
O -1.70 -1.24 -0.39
H 2.00 1.47 0.87
H -0.29 -0.39 -0.63
O -5.33 -8.39 -9.01
H 5.22 8.31 8.12
H 0.25 0.08 0.83
O 3.72 0.40 2.75
H -3.36 -2.83 -3.12
H -0.60 0.92 0.23
O 3.18 -1.88 2.19
H -1.44 0.43 -2.78
H -1.87 1.52 0.55
O -1.16 2.46 -0.74
H 0.05 -1.34 0.58
H 1.12 -1.54 0.87
O -2.08 -0.07 1.80
H 1.45 0.31 -3.01
H 0.61 0.73 0.95
O 5.12 -0.82 3.92
H -6.15 2.22 -0.26
H 1.04 -1.53 -3.99
O 0.50 -1.28 4.22
H -0.35 -2.85 -2.21
H -0.29 4.38 -2.02
O -2.72 0.65 3.30
H -0.25 -0.99 -1.07
H 3.35 0.26 -2.54
O -2.31 -0.74 0.69
H 2.60 1.30 -0.67
H 0.05 -0.28 0.01
O -0.31 -1.92 -0.46
H 0.38 -0.04 -0.08
H 0.61 1.52 0.54
O 3.60 0.80 2.91
H 0.05 -3.68 -0.49
H -4.12 2.72 -2.36



Number 1 is which compound? C22H28Cl5MnO6PS



What is the formula in the first record? C22H28Cl5MnO6PS



Which of these has the highest spin multiplicity? C22H28Cl5MnO6PS